Entry a
ORCA calculation (wB97M-V/def2-TZVPD) on a structure of composition C23H9BrCl3MnN4O8.

XYZ file:
```
49
C23H9BrCl3MnN4O8 wB97M-V/def2-TZVPD
Mn -3.559 -19.099 -10.553
O -8.502 -23.736 -12.441
C -8.234 -23.376 -11.256
O -8.764 -23.869 -10.209
C -7.264 -22.181 -11.065
C -7.115 -21.540 -9.806
C -6.097 -20.593 -9.598
N -5.295 -20.240 -10.592
C -5.425 -20.832 -11.825
C -6.363 -21.770 -12.076
C -4.344 -20.526 -12.773
O -4.182 -21.136 -13.828
O -3.476 -19.713 -12.231
H -7.736 -21.962 -8.978
H -5.935 -20.077 -8.669
H -6.385 -22.328 -13.039
Cl 3.771 -20.165 -10.726
C 1.979 -20.239 -10.568
C 1.298 -19.172 -11.070
C -0.072 -19.189 -10.924
Cl -0.839 -17.734 -11.433
C -0.774 -20.228 -10.207
O -2.060 -20.157 -9.934
C 0.007 -21.358 -9.913
Cl -0.818 -22.794 -9.442
C 1.404 -21.348 -10.004
H 1.794 -18.314 -11.558
H 1.999 -22.199 -9.718
Br -1.371 -16.429 -3.209
C -2.721 -17.141 -4.397
C -3.891 -17.602 -3.855
C -4.858 -18.145 -4.711
C -4.590 -18.272 -6.078
C -3.341 -17.865 -6.596
C -2.421 -17.263 -5.773
C -3.007 -17.840 -8.039
O -2.032 -17.165 -8.394
O -3.895 -18.455 -8.796
H -4.022 -17.485 -2.781
H -5.834 -18.424 -4.279
H -5.339 -18.650 -6.774
H -1.498 -16.788 -6.113
O -3.979 -17.270 -11.260
N -4.682 -16.375 -10.691
C -4.281 -15.194 -10.924
C -3.048 -14.883 -11.726
N -2.108 -14.663 -12.304
C -5.076 -14.091 -10.433
N -5.608 -13.162 -9.977
```

Spin multiplicity = 5
Net charge = -2
HOMO level = -3.662 eV
Gap between HOMO and LUMO = 7.15 eV


Entry b
ORCA calculation (wB97M-V/def2-TZVPD) on a structure of composition C23H9BrCl3MnN4O8.

XYZ file:
```
49
C23H9BrCl3MnN4O8 wB97M-V/def2-TZVPD
Mn -0.386 1.229 -0.105
O 4.236 2.988 4.737
C 4.602 2.702 3.573
O 5.723 2.652 3.092
C 3.465 2.416 2.515
C 3.724 1.510 1.434
C 2.661 1.264 0.607
N 1.432 1.695 0.815
C 1.173 2.524 1.854
C 2.220 2.922 2.732
C -0.281 2.993 2.002
O -0.690 3.501 2.983
O -1.020 2.672 0.989
H 4.742 1.170 1.228
H 2.827 0.563 -0.173
H 2.077 3.529 3.598
Cl -1.829 -0.544 -6.886
C -1.868 -0.012 -5.229
C -1.268 1.190 -4.839
C -1.298 1.551 -3.536
Cl -0.578 3.060 -3.048
C -1.934 0.810 -2.524
O -1.915 1.192 -1.297
C -2.428 -0.458 -2.908
Cl -3.231 -1.449 -1.727
C -2.452 -0.818 -4.282
H -0.748 1.787 -5.571
H -2.929 -1.707 -4.553
Br -2.903 -3.936 5.806
C -2.431 -3.570 4.036
C -2.794 -4.478 3.109
C -2.664 -4.224 1.746
C -2.047 -2.999 1.410
C -1.509 -2.190 2.333
C -1.714 -2.484 3.700
C -0.805 -0.899 1.992
O -0.249 -0.329 2.912
O -0.811 -0.584 0.756
H -3.267 -5.359 3.432
H -3.206 -4.860 1.097
H -2.098 -2.679 0.327
H -1.339 -1.806 4.464
O 0.700 0.204 -1.379
N 1.581 0.785 -2.086
C 2.079 0.078 -3.075
C 1.483 -1.167 -3.516
N 0.836 -1.943 -4.078
C 3.139 0.604 -3.869
N 3.993 0.906 -4.597
```

Spin multiplicity = 5
Net charge = -2
HOMO level (alpha / beta) = -3.577 / -3.578 eV
Gap between HOMO and LUMO (alpha / beta) = 6.71 / 7.27 eV


What should be chosen as the most stable of them? Choose entry a.


Entry a
ORCA calculation (wB97M-V/def2-TZVPD) on a cluster of 2 separate species, C3H9N in total.

XYZ file:
```
13
C3H9N wB97M-V/def2-TZVPD
C 0.341 -0.860 -2.029
C 1.479 -1.034 -1.364
H -0.491 -1.453 -1.826
H 0.116 -0.101 -2.851
H 1.673 -1.684 -0.458
H 2.322 -0.405 -1.511
C -0.639 0.223 1.506
N -1.018 1.678 1.629
H -0.429 -0.066 0.506
H -1.443 -0.381 1.812
H 0.201 -0.028 2.229
H -0.294 2.175 1.332
H -1.816 1.936 1.026
```

Spin multiplicity = 1
Net charge = 0
HOMO level = -9.257 eV
Gap between HOMO and LUMO = 10.38 eV


Entry b
ORCA calculation (wB97M-V/def2-TZVPD) on a cluster of 2 separate species, C3H9N in total.

XYZ file:
```
13
C3H9N wB97M-V/def2-TZVPD
C 1.343 1.446 -0.209
C 2.091 0.366 -0.126
N 2.391 -0.504 -1.229
H 0.987 1.763 -1.181
H 1.178 2.041 0.676
H 2.463 -0.059 0.797
H 2.675 0.138 -1.964
H 3.191 -1.071 -0.980
C -4.798 -1.008 1.376
H -4.325 -0.198 0.814
H -5.852 -0.795 1.271
H -4.506 -1.964 0.961
H -4.534 -0.827 2.415
```

Spin multiplicity = 1
Net charge = 0
HOMO level = -8.740 eV
Gap between HOMO and LUMO = 9.83 eV


What should be chosen as the most stable of them? Choose entry b.


Entry a
ORCA calculation (wB97M-V/def2-TZVPD) on the molecule C3H9N.

XYZ file:
```
13
C3H9N wB97M-V/def2-TZVPD
C 1.029 0.892 0.117
C -0.060 -0.118 0.431
C -1.375 0.085 -0.323
N 0.313 -1.553 0.265
H 0.697 1.721 -0.541
H 1.399 1.392 1.024
H 1.887 0.439 -0.399
H -0.227 -0.032 1.519
H -1.691 -0.805 -0.873
H -2.217 0.422 0.296
H -1.255 0.909 -1.064
H 1.331 -1.580 0.291
H 0.168 -1.773 -0.743
```

Spin multiplicity = 1
Net charge = 0
HOMO level = -9.574 eV
Gap between HOMO and LUMO = 10.76 eV


Entry b
ORCA calculation (wB97M-V/def2-TZVPD) on the molecule C3H9N.

XYZ file:
```
13
C3H9N wB97M-V/def2-TZVPD
C 1.177 0.961 0.323
C -0.029 0.820 -0.626
N -0.654 -0.521 -0.568
C -0.660 -1.226 0.699
H 1.404 1.966 0.227
H 1.157 0.704 1.395
H 1.845 0.335 -0.247
H -0.882 1.471 -0.296
H 0.324 1.132 -1.711
H -0.127 -1.188 -1.192
H 0.329 -1.576 1.070
H -0.942 -0.409 1.661
H -1.454 -2.126 0.693
```

Spin multiplicity = 1
Net charge = 0
HOMO level = -8.672 eV
Gap between HOMO and LUMO = 9.80 eV


What should be chosen as the most stable of them? Choose entry a.


Entry a
ORCA calculation (wB97M-V/def2-TZVPD) on a cluster of 2 separate species, C9H14O in total.

XYZ file:
```
24
C9H14O wB97M-V/def2-TZVPD
C 1.196 0.894 -1.585
C 2.229 1.944 -2.098
O 1.824 -0.203 -0.871
H 0.707 1.404 -0.759
H 0.662 0.464 -2.427
H 2.989 2.014 -1.327
H 1.716 -0.988 -1.418
H 1.679 2.807 -2.470
H 2.735 1.625 -3.029
C -1.545 -2.760 1.342
C 0.292 0.488 1.577
C 0.106 -0.866 1.530
C -0.785 1.386 1.104
C -1.059 -1.398 0.943
C -1.812 0.851 0.404
C -1.849 -0.560 0.117
H 1.039 1.099 2.083
H 0.701 -1.629 2.023
H -0.622 2.462 1.117
H -2.578 1.488 -0.022
H -0.733 -3.485 1.589
H -2.082 -3.320 0.551
H -2.564 -1.060 -0.550
H -2.246 -2.657 2.176
```

Spin multiplicity = 2
Net charge = -1
HOMO level (alpha / beta) = 0.833 / -3.123 eV
Gap between HOMO and LUMO (alpha / beta) = 3.03 / 6.86 eV


Entry b
ORCA calculation (wB97M-V/def2-TZVPD) on a cluster of 2 separate species, C9H14O in total.

XYZ file:
```
24
C9H14O wB97M-V/def2-TZVPD
C -1.518 -0.035 1.693
C -2.798 -0.843 1.772
O -1.463 0.940 2.771
H -0.588 -0.601 1.765
H -1.497 0.597 0.812
H -2.916 -1.271 2.762
H -2.188 0.822 3.387
H -2.784 -1.608 1.002
H -3.627 -0.181 1.527
C 0.279 1.970 -0.408
C 2.651 -1.024 -0.695
C 2.071 0.175 -0.178
C 2.269 -1.573 -1.892
C 0.974 0.727 -0.903
C 1.181 -0.996 -2.625
C 0.587 0.199 -2.117
H 3.448 -1.528 -0.143
H 2.278 0.566 0.808
H 2.779 -2.444 -2.300
H 0.725 -1.565 -3.430
H 0.584 2.850 -0.987
H 0.457 2.199 0.645
H -0.111 0.783 -2.714
H -0.792 1.841 -0.553
```

Spin multiplicity = 2
Net charge = -1
HOMO level (alpha / beta) = 0.945 / -3.325 eV
Gap between HOMO and LUMO (alpha / beta) = 2.37 / 6.57 eV


What should be chosen as the most stable of them? Choose entry b.


Entry a
ORCA calculation (wB97M-V/def2-TZVPD) on a structure of composition C3H6N3.

XYZ file:
```
12
C3H6N3 wB97M-V/def2-TZVPD
C -1.195 1.938 -0.366
C -1.052 0.724 -0.002
C -0.043 -1.161 0.918
N 2.026 -2.192 0.342
N 1.025 -1.610 0.717
N -1.094 -0.340 0.601
H -1.567 2.631 0.368
H -1.152 2.179 -1.503
H 1.029 0.258 -0.752
H 1.151 0.146 -1.520
H 2.870 -1.639 0.539
H -1.999 -0.934 0.657
```

Spin multiplicity = 1
Net charge = +1
HOMO level (alpha / beta) = -13.468 / -13.469 eV
Gap between HOMO and LUMO (alpha / beta) = 8.00 / 8.00 eV


Entry b
ORCA calculation (wB97M-V/def2-TZVPD) on a cluster of 2 separate species, C3H6N3 in total.

XYZ file:
```
12
C3H6N3 wB97M-V/def2-TZVPD
C -1.932 0.686 -0.261
C -0.892 -0.954 0.600
C 2.043 -0.250 0.066
N -2.131 -0.430 0.345
N -0.604 0.943 -0.419
N -0.009 -0.088 0.128
H -2.645 1.470 -0.495
H -0.613 -2.008 0.910
H 1.897 -1.187 -0.340
H 2.432 0.620 -0.530
H 2.449 -0.293 1.033
H 0.004 1.490 -1.035
```

Spin multiplicity = 1
Net charge = +1
HOMO level = -15.724 eV
Gap between HOMO and LUMO = 10.25 eV


What should be chosen as the most stable of them? Choose entry b.


Entry a
ORCA calculation (wB97M-V/def2-TZVPD) on a structure of composition C9H19N2.

XYZ file:
```
30
C9H19N2 wB97M-V/def2-TZVPD
C -0.087 -0.659 3.116
C -0.558 0.362 2.418
C -0.428 -1.989 0.091
C -0.576 2.007 -1.350
C -1.430 -0.327 -2.222
C 1.089 0.142 -1.837
C 1.676 0.236 1.280
C -0.505 0.051 0.107
C -0.382 0.513 -1.358
N 0.499 -2.574 0.627
N 0.281 0.689 1.162
H -0.590 -0.752 4.092
H 0.783 -1.257 2.972
H -1.451 0.911 2.455
H -1.386 -2.271 -0.264
H 0.149 2.796 -1.100
H -1.558 2.345 -0.962
H -0.644 2.221 -2.545
H -1.125 -1.399 -1.967
H -1.346 0.063 -3.281
H -2.485 -0.154 -1.844
H 1.331 -0.967 -1.533
H 1.235 0.360 -2.862
H 1.798 0.745 -1.351
H 2.140 0.735 2.226
H 1.809 -0.825 1.284
H 2.385 0.743 0.516
H -1.544 0.105 0.366
H 0.638 -3.540 0.802
H 0.281 1.691 0.960
```

Spin multiplicity = 1
Net charge = +1
HOMO level = -12.808 eV
Gap between HOMO and LUMO = 10.18 eV


Entry b
ORCA calculation (wB97M-V/def2-TZVPD) on the ion C9H19N2 with charge +1.

XYZ file:
```
30
C9H19N2 wB97M-V/def2-TZVPD
C 3.113 -0.437 0.528
C 1.677 0.010 0.651
C 0.903 -0.040 -0.609
C 1.314 1.134 -1.499
N -0.574 -0.127 -0.389
C -1.238 -1.245 0.047
C -0.534 -2.522 0.333
N -2.530 -1.302 0.142
C -1.346 1.103 -0.513
C -2.329 1.532 0.566
C -0.993 2.229 0.426
H 3.141 -1.428 0.062
H 3.750 0.053 -0.078
H 3.360 -0.470 1.498
H 1.828 1.036 1.023
H 1.168 -0.663 1.362
H 1.046 -0.882 -1.165
H 1.124 2.086 -0.903
H 0.857 1.175 -2.467
H 2.306 0.875 -1.841
H -0.871 -3.316 -0.412
H -0.827 -2.896 1.315
H 0.565 -2.507 0.298
H -3.003 -2.265 0.306
H -3.047 -0.468 0.020
H -1.821 1.272 -1.409
H -2.608 0.973 1.445
H -3.269 1.988 0.089
H -0.912 3.274 0.127
H -0.248 1.827 1.047
```

Spin multiplicity = 1
Net charge = +1
HOMO level = -13.917 eV
Gap between HOMO and LUMO = 11.04 eV


What should be chosen as the most stable of them? Choose entry b.